{"formula": "C24H24N4O4S", "method": "wB97M-V/def2-TZVPD", "spin_multiplicity": 1, "de_lowest_kj_mol": 493.9, "e_homo_ha": -0.3051, "fmax_ha_per_bohr": 0.0140, "total_charge": 0, "species": ["O", "C", "O", "C", "C", "C", "C", "O", "O", "C", "N", "S", "N", "C", "C", "C", "C", "C", "C", "N", "C", "C", "C", "C", "C", "C", "C", "C", "C", "C", "H", "H", "H", "H", "H", "H", "H", "H", "H", "H", "H", "H", "H", "H", "H", "H", "H", "H", "H", "H", "H", "C", "C", "N", "H", "H", "H"], "coordinates": [[3.0246, -2.0629, 1.7282], [2.5250, -1.1258, 1.1687], [1.1861, -1.1545, 0.8844], [0.7584, -0.4194, -0.2206], [1.0490, -0.9830, -1.4961], [0.6919, -0.3946, -2.6629], [1.0453, -1.0451, -3.9790], [0.2464, -0.6683, -5.0745], [-1.0382, -1.2485, -4.9055], [-0.0045, 0.8459, -2.5509], [-0.4486, 1.6184, -3.5442], [-1.1483, 2.8871, -2.8658], [-0.9498, 2.5500, -1.3167], [-0.3075, 1.3834, -1.2526], [0.0632, 0.7266, -0.0464], [-0.3039, 1.2677, 1.2987], [-1.3592, 0.4235, 2.0583], [-2.7656, 1.0147, 2.0648], [-3.2643, 1.3463, 0.6532], [-4.7073, 1.2810, 0.5229], [-5.4803, 0.1552, 0.5126], [-6.7886, 0.5313, 0.3472], [-6.8135, 1.9431, 0.2500], [-5.5156, 2.3703, 0.3587], [3.2802, 0.1122, 0.8049], [3.2860, 1.1974, 1.6696], [4.0043, 2.3383, 1.3554], [4.7272, 2.3982, 0.1749], [4.7238, 1.3129, -0.6880], [4.0084, 0.1701, -0.3776], [1.5822, -1.9265, -1.5033], [2.0669, -0.8146, -4.2819], [0.9712, -2.1285, -3.8520], [-1.5004, -0.6091, -4.3408], [-0.6172, 2.3054, 1.1974], [0.5937, 1.2757, 1.9181], [-1.0239, 0.3363, 3.0903], [-1.3769, -0.5805, 1.6323], [-3.4571, 0.3381, 2.5626], [-2.7144, 1.9313, 2.6574], [-2.9559, 2.3482, 0.3740], [-2.8330, 0.6217, -0.0415], [-5.0603, -0.8307, 0.6130], [-7.6423, -0.1210, 0.2826], [-7.6601, 2.5900, 0.1026], [-5.1148, 3.3689, 0.3372], [2.7347, 1.1385, 2.5988], [4.0013, 3.1716, 2.0427], [5.2946, 3.2849, -0.0670], [5.2822, 1.3539, -1.6125], [4.0108, -0.6782, -1.0473], [3.3988, -5.4284, 1.9801], [4.0438, -6.7032, 2.2702], [4.5520, -7.7065, 2.4986], [3.1421, -5.3755, 0.9242], [2.4906, -5.3281, 2.5704], [4.0667, -4.6049, 2.2223]]}